1.
ORCA calculation (ωB97M-V/def2-TZVPD) on a molecular structure, C48H49BiGe2N2OS.

Cartesian coordinates (Å):
Bi  -0.055  -0.306  0.432
C  -6.591  3.103  2.969
C  -5.855  2.168  2.053
C  -5.053  2.669  1.023
C  -4.343  1.821  0.195
C  -4.421  0.449  0.405
C  -5.201  -0.073  1.425
C  -5.926  0.791  2.234
S  -3.504  -0.685  -0.602
C  -4.375  -0.491  -2.151
O  -2.154  -0.028  -0.875
H  -6.956  3.979  2.432
H  -5.930  3.462  3.763
H  -7.440  2.611  3.442
H  -4.985  3.741  0.875
H  -3.713  2.217  -0.593
H  -5.240  -1.144  1.596
H  -6.537  0.385  3.032
H  -4.340  0.555  -2.450
H  -5.406  -0.821  -2.014
H  -3.871  -1.120  -2.884
C  2.469  1.909  5.135
C  3.213  2.367  4.053
C  3.126  1.735  2.829
C  2.253  0.640  2.671
C  1.492  0.193  3.769
C  1.617  0.816  4.993
N  2.101  0.008  1.450
C  3.210  -0.124  0.616
C  3.094  -0.014  -0.777
C  4.186  -0.272  -1.586
C  5.402  -0.651  -1.029
C  5.529  -0.757  0.351
C  4.450  -0.487  1.174
H  2.551  2.408  6.093
H  3.863  3.225  4.171
H  3.692  2.090  1.978
H  0.849  -0.665  3.639
H  1.050  0.454  5.841
H  2.168  0.321  -1.227
H  4.088  -0.174  -2.660
H  6.251  -0.856  -1.668
H  6.473  -1.057  0.788
H  4.538  -0.594  2.248
N  -1.296  -0.542  2.182
C  -1.700  0.369  2.986
C  -2.439  -0.117  4.200
C  -3.569  0.544  4.676
C  -4.278  0.031  5.753
C  -3.846  -1.131  6.378
C  -2.710  -1.785  5.917
C  -2.016  -1.287  4.826
C  -1.461  1.842  2.898
C  -1.428  2.508  1.672
C  -1.145  3.864  1.607
C  -0.894  4.579  2.770
C  -0.947  3.935  3.997
C  -1.239  2.581  4.062
H  -3.898  1.459  4.193
H  -5.164  0.542  6.110
H  -4.392  -1.525  7.227
H  -2.367  -2.689  6.407
H  -1.152  -1.814  4.437
H  -1.688  1.989  0.761
H  -1.135  4.365  0.646
H  -0.672  5.638  2.719
H  -0.762  4.489  4.909
H  -1.270  2.086  5.023
C  -2.718  -3.769  -1.605
Ge  -1.984  -4.114  0.194
C  -3.243  -3.531  1.578
C  -1.675  -6.049  0.299
Ge  0.175  -3.055  0.504
C  0.861  -3.471  2.300
C  2.089  -3.009  2.776
C  2.547  -3.338  4.044
C  1.780  -4.147  4.872
C  0.560  -4.626  4.417
C  0.110  -4.290  3.146
C  1.438  -3.622  -0.874
C  2.817  -3.459  -0.713
C  3.704  -3.872  -1.696
C  3.228  -4.454  -2.864
C  1.862  -4.622  -3.041
C  0.978  -4.208  -2.053
H  -3.739  -3.395  -1.520
H  -2.744  -4.706  -2.165
H  -2.134  -3.048  -2.178
H  -4.264  -3.781  1.276
H  -3.160  -2.458  1.752
H  -3.040  -4.030  2.528
H  -2.591  -6.559  -0.010
H  -1.416  -6.386  1.303
H  -0.874  -6.345  -0.381
H  2.710  -2.381  2.153
H  3.505  -2.964  4.386
H  2.136  -4.409  5.862
H  -0.044  -5.268  5.048
H  -0.853  -4.673  2.826
H  3.217  -3.016  0.191
H  4.769  -3.741  -1.548
H  3.920  -4.782  -3.631
H  1.483  -5.081  -3.946
H  -0.087  -4.352  -2.215

Cartesian forces, eV/Å:
Bi -0.07 0.03 -0.29
C -0.02 0.04 0.02
C 0.03 0.01 -0.04
C -0.02 0.00 0.03
C 0.00 0.00 -0.02
C -0.07 0.02 0.02
C -0.02 -0.04 0.01
C 0.00 -0.03 0.00
S 0.01 0.09 0.05
C -0.05 0.01 -0.02
O -0.08 -0.16 0.05
H 0.01 -0.02 0.01
H -0.01 -0.02 -0.02
H 0.02 0.00 -0.01
H -0.01 -0.02 0.00
H -0.03 -0.02 0.01
H 0.02 0.04 -0.01
H 0.03 0.02 -0.03
H 0.01 -0.01 0.01
H 0.07 0.02 0.01
H -0.02 0.02 0.03
C -0.02 0.00 0.07
C 0.02 0.02 -0.03
C -0.05 -0.06 0.06
C 0.02 -0.18 0.04
C 0.10 0.12 -0.14
C 0.01 0.00 -0.01
N 0.05 0.19 0.14
C 0.01 -0.01 0.16
C 0.05 -0.02 -0.01
C -0.01 0.03 -0.01
C 0.02 0.02 -0.05
C -0.01 0.00 0.06
C 0.03 0.02 -0.09
H 0.00 -0.02 -0.03
H -0.02 -0.03 -0.02
H -0.01 0.02 0.00
H -0.05 -0.06 0.01
H 0.01 0.00 -0.02
H 0.01 -0.01 0.03
H 0.01 -0.01 0.04
H -0.03 0.00 0.02
H -0.04 0.01 -0.01
H -0.02 0.00 -0.02
N -0.04 0.32 0.23
C 0.13 -0.30 -0.09
C -0.08 0.01 -0.16
C 0.02 0.09 0.02
C 0.02 0.03 -0.02
C 0.01 -0.02 0.01
C -0.02 -0.02 0.05
C -0.02 -0.07 -0.06
C 0.02 0.06 -0.06
C -0.07 0.05 0.05
C 0.00 0.02 0.01
C -0.01 0.02 -0.05
C 0.01 -0.03 0.04
C 0.12 0.00 -0.03
H 0.02 -0.06 0.04
H 0.02 -0.01 -0.01
H 0.02 0.01 -0.03
H -0.01 0.03 -0.02
H 0.00 0.02 0.00
H 0.03 -0.12 -0.04
H 0.00 -0.02 0.03
H 0.00 -0.02 0.00
H -0.01 -0.02 -0.03
H -0.02 -0.01 0.01
C -0.04 0.02 -0.03
Ge -0.03 -0.14 0.01
C -0.06 -0.03 0.07
C -0.10 -0.05 -0.02
Ge 0.08 0.21 0.17
C 0.00 -0.04 0.03
C 0.04 -0.04 -0.03
C -0.01 -0.03 0.03
C 0.01 0.00 -0.02
C 0.00 0.00 0.03
C -0.16 0.05 0.03
C 0.15 0.04 0.02
C 0.00 -0.06 -0.03
C -0.02 -0.03 -0.03
C 0.03 0.01 0.01
C -0.02 0.00 -0.01
C -0.06 0.01 -0.07
H 0.01 -0.09 -0.01
H 0.02 0.04 0.01
H 0.01 0.02 0.03
H 0.05 0.03 0.00
H 0.02 -0.03 0.01
H 0.00 -0.01 -0.07
H 0.05 -0.02 0.03
H 0.00 0.06 -0.04
H -0.02 0.02 0.02
H 0.01 0.04 -0.01
H -0.03 -0.01 -0.01
H -0.02 0.01 -0.04
H 0.03 0.03 -0.02
H 0.09 0.02 -0.01
H -0.01 -0.01 -0.01
H -0.03 -0.01 0.00
H -0.03 0.01 0.03
H 0.01 0.01 0.02
H 0.06 0.00 0.03

- ΔE to the lowest compared entry with this formula, charge and spin (kJ/mol) = 0.0
- LUMO level (alpha / beta) (eV) = -2.3 / -4.6
- orbital gap (alpha / beta) (eV) = 7.49 / 5.31
- total charge = +1
- expectation value of S² = 0.783
- E_HOMO (alpha / beta) (eV) = -9.819 / -9.935
- 2S+1 = 2
- DFT total energy (Ha) = -6809.652827



2.
ORCA calculation (ωB97M-V/def2-TZVPD) on a molecular structure, C11H19N10ORhS in a non-equilibrium geometry.

Cartesian coordinates (Å):
Rh  -0.273  -1.007  -0.077
C  1.301  1.734  3.578
N  1.206  0.307  3.853
C  2.119  -0.191  4.884
C  0.795  -0.508  2.835
N  0.672  -0.144  1.616
N  0.466  -1.795  3.236
C  0.093  -2.851  2.428
N  -0.252  -3.969  3.119
N  0.064  -2.750  1.152
H  1.316  2.262  4.528
H  0.425  2.062  3.023
H  2.208  1.999  3.023
H  2.203  0.566  5.659
H  3.117  -0.382  4.480
H  1.758  -1.101  5.356
H  1.043  0.777  1.426
H  0.345  -1.928  4.224
H  0.030  -4.106  4.073
H  -0.489  -4.796  2.600
H  -0.193  -3.607  0.680
O  -1.409  0.735  -0.460
N  -0.807  1.778  -1.022
C  -1.555  2.891  -1.150
C  -1.121  3.963  -1.878
C  0.119  3.899  -2.507
C  0.851  2.748  -2.393
C  0.376  1.645  -1.663
S  1.222  0.145  -1.586
H  -2.500  2.846  -0.630
H  -1.745  4.841  -1.956
H  0.493  4.735  -3.082
H  1.819  2.652  -2.868
N  -2.067  -1.495  -5.926
C  -1.519  -1.405  -4.708
N  -0.632  -0.428  -4.464
N  -1.880  -2.282  -3.804
C  -1.453  -2.264  -2.593
N  -1.095  -2.304  -1.490
H  -1.786  -0.901  -6.684
H  -2.708  -2.246  -6.108
H  -0.342  0.212  -5.181
H  -0.216  -0.339  -3.544

Cartesian forces, eV/Å:
Rh 0.65 -1.12 2.46
C 0.08 -0.05 -0.01
N -0.01 0.00 0.10
C 0.03 0.01 -0.11
C 0.08 -0.19 0.11
N -0.63 0.51 -1.13
N -0.04 -0.03 -0.01
C 0.09 0.09 0.16
N 0.02 0.00 -0.05
N -0.28 0.21 -0.93
H 0.00 0.01 0.00
H -0.01 0.00 0.00
H -0.01 -0.01 -0.01
H -0.04 -0.01 0.02
H 0.00 0.00 0.00
H -0.01 0.01 0.02
H 0.08 0.02 0.09
H -0.10 0.06 0.03
H 0.05 0.00 -0.01
H 0.01 -0.02 0.01
H 0.01 -0.06 0.05
O 0.02 -0.11 0.30
N -0.38 -0.28 -0.96
C -0.13 0.40 0.20
C -0.26 0.23 0.15
C 0.09 -0.02 -0.07
C 0.21 -0.05 0.06
C 0.40 -0.07 0.09
S 0.22 0.06 -0.24
H -0.01 -0.02 -0.05
H -0.02 -0.04 0.05
H -0.01 -0.02 0.01
H -0.03 -0.07 0.00
N -0.01 -0.03 -0.05
C 0.49 0.40 0.03
N -0.24 -0.06 -0.11
N -0.65 -0.60 -0.03
C 0.12 0.17 -0.17
N -0.02 0.66 -0.06
H 0.00 0.01 0.01
H 0.01 -0.02 0.03
H 0.00 0.02 0.00
H 0.22 0.00 0.03

- ΔE to the lowest compared entry with this formula, charge and spin (kJ/mol) = 0.0
- LUMO level (alpha / beta) (eV) = -2.1 / -2.2
- orbital gap (alpha / beta) (eV) = 7.61 / 7.90
- total charge = +1
- expectation value of S² = 0.754
- E_HOMO (alpha / beta) (eV) = -9.682 / -10.053
- 2S+1 = 2
- DFT total energy (Ha) = -1561.938212



3.
ORCA calculation (ωB97M-V/def2-TZVPD) on a gas-phase ion, C7H15N2 (charge +1) in a non-equilibrium geometry.

Cartesian coordinates (Å):
C  2.054  0.397  -1.080
C  1.176  -0.099  0.152
C  1.499  -1.611  0.413
C  1.505  0.608  1.484
C  -0.217  0.019  -0.224
N  -0.767  -0.594  -1.179
C  -2.164  -0.425  -1.310
N  -2.714  0.368  0.050
C  -1.507  0.961  0.603
H  2.448  -0.487  -1.607
H  1.332  0.770  -1.852
H  2.708  1.147  -0.763
H  0.796  -1.906  1.224
H  2.541  -1.654  0.640
H  1.329  -2.200  -0.510
H  1.524  1.651  1.350
H  2.453  0.321  1.770
H  0.778  0.209  2.220
H  -2.477  0.411  -2.084
H  -2.845  -1.360  -1.404
H  -3.272  -0.294  0.686
H  -3.390  1.061  -0.290
H  -1.243  0.734  1.671
H  -1.547  1.973  0.040

Cartesian forces, eV/Å:
C -3.04 -1.54 -0.81
C 2.28 -0.29 0.03
C -1.86 0.59 -0.85
C -2.35 -1.10 -1.21
C -4.09 0.87 0.31
N -1.25 -0.17 0.17
C -1.90 1.06 -1.08
N -0.98 -2.43 0.41
C 2.77 -0.19 -1.60
H 0.58 0.54 0.57
H 0.83 0.29 0.63
H 1.36 0.90 0.11
H 0.93 -0.44 -0.39
H 0.58 -0.29 0.60
H -0.11 0.21 0.64
H -0.43 1.48 0.26
H 2.09 -0.68 0.76
H 0.51 0.73 0.00
H 0.87 -2.08 0.94
H 1.59 1.53 0.03
H 1.33 1.08 -1.01
H 0.34 -0.19 0.33
H -1.05 1.24 -0.98
H 1.02 -1.12 2.14

- ΔE to the lowest compared entry with this formula, charge and spin (kJ/mol) = 255.7
- LUMO level (eV) = -3.5
- orbital gap (eV) = 10.73
- SMILES = CC(C)(C)C1=NC[NH2+]C1
- total charge = +1
- E_HOMO (eV) = -14.263
- 2S+1 = 1
- DFT total energy (Ha) = -384.899392



4.
ORCA calculation (ωB97M-V/def2-TZVPD) on a molecular structure, C4H6O2.

Cartesian coordinates (Å):
C  -0.929  -1.354  0.107
C  -0.061  -0.135  0.132
C  -0.128  1.747  -0.495
O  -0.739  1.049  0.442
C  1.358  -0.129  0.347
O  2.077  0.855  0.504
H  -0.324  -2.260  -0.003
H  -1.483  -1.435  1.055
H  -1.674  -1.344  -0.699
H  0.303  2.700  -0.192
H  -0.196  1.456  -1.543
H  1.797  -1.150  0.344

Cartesian forces, eV/Å:
C 0.03 -0.03 -0.04
C 0.10 -0.21 0.04
C -0.15 0.17 -0.06
O 0.22 0.03 -0.12
C -0.02 0.07 -0.08
O -0.16 -0.29 -0.08
H -0.07 0.19 -0.02
H 0.08 0.06 -0.16
H 0.20 0.07 0.09
H -0.01 -0.21 -0.12
H -0.14 0.02 0.35
H -0.08 0.14 0.22

- ΔE to the lowest compared entry with this formula, charge and spin (kJ/mol) = 394.6
- LUMO level (alpha / beta) (eV) = -0.3 / -0.5
- orbital gap (alpha / beta) (eV) = 7.90 / 7.69
- total charge = 0
- E_HOMO (alpha / beta) (eV) = -8.209 / -8.169
- 2S+1 = 1
- DFT total energy (Ha) = -306.356012



5.
ORCA calculation (ωB97M-V/def2-TZVPD) on a single C3H3N3O molecule.

Cartesian coordinates (Å):
O  1.924  -0.434  0.489
C  0.895  -0.055  -0.293
C  0.370  1.264  -0.214
N  -0.837  1.267  0.306
N  -1.585  0.176  0.430
C  -1.182  -0.852  -0.312
N  0.087  -1.007  -0.675
H  1.431  -0.995  1.117
H  0.873  2.209  -0.398
H  -1.875  -1.659  -0.519

Cartesian forces, eV/Å:
O 0.39 0.13 -0.18
C -0.43 0.01 0.25
C -0.14 -0.07 0.21
N -0.16 0.18 -0.39
N -0.27 0.16 -0.55
C -0.21 0.03 -0.01
N -0.03 0.03 0.56
H 0.90 -0.36 -0.09
H -0.01 -0.26 0.23
H -0.05 0.14 -0.01

- ΔE to the lowest compared entry with this formula, charge and spin (kJ/mol) = 265.4
- LUMO level (eV) = 0.0
- orbital gap (eV) = 9.79
- SMILES = Oc1cnncn1
- total charge = 0
- E_HOMO (eV) = -9.832
- 2S+1 = 1
- DFT total energy (Ha) = -355.538806



6.
ORCA calculation (ωB97M-V/def2-TZVPD) on 2 unconnected molecules or ions with the total composition C8H17NO.

Cartesian coordinates (Å):
C  -0.575  1.014  2.158
C  -1.036  0.533  0.781
C  -0.611  -0.917  0.536
C  0.902  -1.078  0.694
C  1.364  -0.596  2.071
C  0.938  0.853  2.316
H  -1.083  0.412  2.936
H  -0.864  2.072  2.309
H  -0.579  1.176  0.005
H  -2.135  0.628  0.692
H  -0.925  -1.241  -0.475
H  -1.119  -1.568  1.272
H  1.191  -2.136  0.543
H  1.410  -0.476  -0.084
H  0.906  -1.240  2.847
H  2.463  -0.692  2.160
H  1.253  1.177  3.327
H  1.447  1.505  1.580
C  -1.244  0.677  -2.879
C  0.199  0.308  -2.613
N  0.544  -0.959  -2.991
O  1.003  1.073  -2.100
H  -1.422  1.712  -2.540
H  -1.929  0.006  -2.334
H  -1.474  0.615  -3.956
H  -0.132  -1.596  -3.420
H  1.508  -1.264  -2.835

Cartesian forces, eV/Å:
C -0.16 0.17 0.16
C -0.19 0.20 -0.20
C -0.14 -0.15 -0.09
C 0.22 -0.15 -0.24
C 0.19 -0.13 0.14
C 0.18 0.21 0.12
H 0.13 0.25 -0.20
H 0.08 -0.47 -0.01
H -0.20 -0.21 0.28
H 0.43 -0.01 0.01
H 0.10 0.05 0.45
H 0.11 0.16 -0.30
H -0.09 0.42 0.03
H -0.17 -0.24 0.26
H 0.22 0.18 -0.21
H -0.48 0.00 0.01
H -0.10 -0.09 -0.45
H -0.15 -0.19 0.29
C -0.39 0.40 0.03
C 0.35 0.14 0.10
N 0.13 -0.42 -0.15
O -0.45 -0.45 -0.30
H 0.14 -0.53 -0.15
H 0.27 0.20 -0.22
H 0.10 -0.04 0.39
H 0.62 0.53 0.38
H -0.75 0.18 -0.13

- ΔE to the lowest compared entry with this formula, charge and spin (kJ/mol) = 0.0
- LUMO level (eV) = 0.8
- orbital gap (eV) = 10.75
- SMILES = C1CCCCC1.CC(N)=O
- total charge = 0
- E_HOMO (eV) = -9.941
- 2S+1 = 1
- DFT total energy (Ha) = -445.047891



7.
ORCA calculation (ωB97M-V/def2-TZVPD) on a single C3H4N2S3 molecule in a non-equilibrium geometry.

Cartesian coordinates (Å):
S  -3.506  0.005  -0.039
C  -1.864  -0.086  -0.163
N  -1.086  0.912  -0.534
N  0.300  0.760  -0.467
C  1.046  0.777  0.822
C  0.600  -0.643  -0.313
S  1.907  -1.275  -1.160
S  -0.875  -1.564  0.219
H  -1.531  1.797  -0.282
H  0.723  0.487  1.736
H  2.057  1.188  0.582
H  2.227  -2.356  -0.400

Cartesian forces, eV/Å:
S 0.55 -0.18 0.05
C -1.23 -2.17 0.70
N -0.19 1.24 0.50
N 0.50 -0.51 0.41
C 1.17 -1.15 -5.52
C -0.64 2.86 3.55
S 1.61 -1.25 -1.80
S 0.23 1.49 -0.67
H 0.83 0.12 -0.64
H -1.42 -0.49 2.60
H -1.05 -0.51 0.81
H -0.35 0.54 0.03

- ΔE to the lowest compared entry with this formula, charge and spin (kJ/mol) = 321.9
- LUMO level (eV) = 0.3
- orbital gap (eV) = 8.73
- SMILES = S=C1NN2C[C@@]2(S)S1
- total charge = 0
- E_HOMO (eV) = -8.448
- 2S+1 = 1
- DFT total energy (Ha) = -1420.651157



Please write out number 7 again, unchanged.
ORCA calculation (ωB97M-V/def2-TZVPD) on a single C3H4N2S3 molecule in a non-equilibrium geometry.

Cartesian coordinates (Å):
S  -3.506  0.005  -0.039
C  -1.864  -0.086  -0.163
N  -1.086  0.912  -0.534
N  0.300  0.760  -0.467
C  1.046  0.777  0.822
C  0.600  -0.643  -0.313
S  1.907  -1.275  -1.160
S  -0.875  -1.564  0.219
H  -1.531  1.797  -0.282
H  0.723  0.487  1.736
H  2.057  1.188  0.582
H  2.227  -2.356  -0.400

Cartesian forces, eV/Å:
S 0.55 -0.18 0.05
C -1.23 -2.17 0.70
N -0.19 1.24 0.50
N 0.50 -0.51 0.41
C 1.17 -1.15 -5.52
C -0.64 2.86 3.55
S 1.61 -1.25 -1.80
S 0.23 1.49 -0.67
H 0.83 0.12 -0.64
H -1.42 -0.49 2.60
H -1.05 -0.51 0.81
H -0.35 0.54 0.03

- ΔE to the lowest compared entry with this formula, charge and spin (kJ/mol) = 321.9
- LUMO level (eV) = 0.3
- orbital gap (eV) = 8.73
- SMILES = S=C1NN2C[C@@]2(S)S1
- total charge = 0
- E_HOMO (eV) = -8.448
- 2S+1 = 1
- DFT total energy (Ha) = -1420.651157